10
Properties=species:S:1:pos:R:3:mulliken_charge:R:1 method="wB97M-V/def2-TZVPD" relative_energy_kcal_mol=6.37 orbital_gap_ev=9.06 multiplicity=1 e_homo_ha=-0.314 e_lumo_ev=0.5 total_charge=0
C 0.919 0.143 0.010 -1.27
C -0.073 0.717 -0.947 0.45
I 0.603 2.214 -2.234 0.06
C -1.354 0.487 -0.940 -0.47
S -2.267 -0.703 0.016 -0.19
H 1.045 -0.947 -0.146 0.31
H 0.585 0.268 1.125 0.26
H 1.876 0.533 0.045 0.44
H -1.819 0.969 -1.756 0.29
H -1.578 -0.935 1.126 0.11


13
Properties=species:S:1:pos:R:3:mulliken_charge:R:1 method="wB97M-V/def2-TZVPD" relative_energy_kcal_mol=4.75 orbital_gap_ev="8.85 / 4.17" multiplicity=6 e_homo_ha="-1.011 / -1.062" e_lumo_ev="-18.7 / -24.7" total_charge=+4
H 0.292 -0.005 0.907 0.46
O 1.000 0.716 0.051 -0.73
C 1.298 -0.544 -0.613 -0.08
C 0.718 -1.464 0.501 -0.64
C -3.317 1.026 0.138 0.75
O -2.236 1.113 -0.289 -0.04
O -4.389 0.936 0.541 0.29
Ir 2.392 1.830 0.704 1.61
Li -0.620 1.677 -1.208 0.98
H 2.378 -0.714 -0.694 0.39
H 0.668 -0.644 -1.505 0.24
H 1.370 -1.490 1.378 0.39
H 0.447 -2.439 0.090 0.38


14
Properties=species:S:1:pos:R:3:mulliken_charge:R:1 method="wB97M-V/def2-TZVPD" orbital_gap_ev="8.12 / 5.29" multiplicity=1 e_homo_ha="-0.477 / -0.385" e_lumo_ev="-4.9 / -5.2" total_charge=+1
Li 1.191 0.751 2.031 0.80
La 1.998 1.258 -1.024 1.44
O -0.739 2.334 -0.019 -0.37
O -0.708 0.669 -1.628 -0.68
O -0.527 0.154 0.617 -0.48
C 0.149 -1.094 0.328 -0.17
C 1.623 -0.960 -0.054 -1.41
C -1.172 0.922 -0.428 0.48
H 0.031 -1.613 1.295 0.35
H -0.446 -1.583 -0.458 0.27
H 1.858 -1.758 -0.779 0.47
H 2.255 -1.170 0.834 0.39
O -2.512 0.667 -0.183 -0.46
H -3.001 1.421 -0.531 0.36


12
Properties=species:S:1:pos:R:3:mulliken_charge:R:1 method="wB97M-V/def2-TZVPD" relative_energy_kcal_mol=55.21 orbital_gap_ev="5.64 / 7.61" multiplicity=2 e_homo_ha="-0.381 / -0.458" e_lumo_ev="-4.7 / -4.9" total_charge=+1
H -1.889 0.683 -2.651 0.32
O 1.333 0.431 -0.791 -0.19
C 0.098 0.879 -0.895 0.02
C 1.540 -0.417 0.369 -0.33
O -1.919 -0.010 -1.990 -0.78
O -0.524 0.616 0.304 -0.20
C 0.301 -0.176 1.206 -0.30
La -3.248 0.207 -0.072 1.38
H 2.466 -0.096 0.855 0.28
H 1.606 -1.453 0.015 0.27
H 0.389 0.448 2.100 0.26
H -0.152 -1.111 1.549 0.27


13
Properties=species:S:1:pos:R:3:mulliken_charge:R:1 method="wB97M-V/def2-TZVPD" relative_energy_kcal_mol=98.11 orbital_gap_ev="4.54 / 8.45" multiplicity=2 e_homo_ha="-0.180 / -0.314" e_lumo_ev="-0.4 / -0.1" total_charge=0
O 2.455 -0.360 0.453 -0.50
C 1.093 -0.052 0.653 -0.11
C 0.452 0.225 -0.692 -0.45
O -1.741 0.592 0.389 -0.31
H 2.867 -0.556 1.297 0.31
H 0.984 0.849 1.281 0.25
H 0.573 -0.929 1.081 0.17
H 0.364 -0.720 -1.250 0.27
H 1.224 0.657 -1.347 0.34
O -0.681 1.350 -1.191 -0.17
C -1.782 0.665 -0.891 -0.41
Li -3.511 -0.104 0.873 0.25
Li -2.297 -1.617 -0.655 0.36


11
Properties=species:S:1:pos:R:3:mulliken_charge:R:1 method="wB97M-V/def2-TZVPD" orbital_gap_ev=6.83 multiplicity=1 e_homo_ha=-0.398 e_lumo_ev=-4.0 total_charge=+1
C 0.604 -1.489 -2.064 -0.33
O 0.704 -0.836 -3.130 -0.65
Li 0.936 0.727 -3.965 0.93
H 0.318 -2.562 -2.293 0.16
Na 1.264 -0.639 0.280 0.85
C -0.294 0.614 2.405 -0.67
C -0.969 0.976 1.308 -0.51
H 0.501 1.242 2.817 0.32
H -0.532 -0.307 2.945 0.32
H -0.748 1.910 0.783 0.29
H -1.784 0.365 0.914 0.29


13
Properties=species:S:1:pos:R:3:mulliken_charge:R:1 method="wB97M-V/def2-TZVPD" relative_energy_kcal_mol=0.00 orbital_gap_ev="5.13 / 5.91" multiplicity=6 e_homo_ha="-0.547 / -0.725" e_lumo_ev="-9.8 / -13.8" total_charge=+2
C -1.134 -0.247 -0.778 0.00
C -1.927 -0.068 0.424 -0.55
H -1.413 0.388 -1.623 0.30
H -0.773 -1.265 -0.949 0.29
H -2.690 0.710 0.318 0.36
H -2.302 -0.998 0.866 0.35
H -0.765 0.476 1.041 0.41
O 2.509 0.586 -0.041 -0.75
C 1.471 -0.131 0.184 1.37
O 1.513 -1.337 0.410 -0.65
O 0.340 0.575 0.003 -0.47
Rh 1.630 2.373 -0.313 0.43
Li 3.543 -1.062 0.458 0.91


14
Properties=species:S:1:pos:R:3:mulliken_charge:R:1 method="wB97M-V/def2-TZVPD" relative_energy_kcal_mol=42.59 orbital_gap_ev="4.46 / 7.27" multiplicity=2 e_homo_ha="-0.183 / -0.289" e_lumo_ev="-0.5 / -0.6" total_charge=0
Tl -0.556 2.161 -0.460 0.03
O -3.520 1.466 1.737 -0.49
C -3.053 1.185 0.526 0.00
H -2.791 2.014 -0.156 0.15
H -2.950 0.216 0.012 0.30
C 0.106 0.079 0.742 -0.83
O 1.035 -0.312 -0.380 -0.25
C 1.897 -1.296 -0.274 0.84
O 2.103 -2.026 0.660 -0.50
O 2.611 -1.303 -1.421 -0.51
Li 1.459 0.394 -2.198 0.40
H -0.464 -0.844 0.948 0.26
H 0.763 0.174 1.625 0.27
H 3.361 -1.907 -1.363 0.33


14
Properties=species:S:1:pos:R:3:mulliken_charge:R:1 method="wB97M-V/def2-TZVPD" relative_energy_kcal_mol=109.77 orbital_gap_ev="5.35 / 6.13" multiplicity=2 e_homo_ha="-0.468 / -0.498" e_lumo_ev="-7.4 / -7.4" total_charge=+1
O -1.262 -0.560 1.071 -0.57
C -0.736 -1.033 -0.042 -0.31
C 0.682 -1.889 0.188 -0.26
O 1.668 -1.462 -0.632 -0.65
H -1.191 0.791 1.090 0.53
H -0.930 0.351 -0.856 0.37
H -1.265 -1.468 -0.899 0.42
H 0.403 -2.937 -0.027 0.30
H 0.894 -1.781 1.268 0.31
Lu 2.025 0.581 -0.954 1.88
O -0.022 1.533 -1.032 -0.69
C -0.182 2.512 -0.108 0.91
O 0.888 3.135 0.067 -0.63
O -0.972 2.228 0.865 -0.62


12
Properties=species:S:1:pos:R:3:mulliken_charge:R:1 method="wB97M-V/def2-TZVPD" relative_energy_kcal_mol=88.49 orbital_gap_ev="7.00 / 7.00" multiplicity=1 e_homo_ha="-0.452 / -0.452" e_lumo_ev="-5.3 / -5.3" total_charge=+1
H 0.840 -1.087 -1.077 0.41
C 1.241 -0.570 -0.184 -0.17
C 0.250 -0.634 0.922 -0.80
O -1.151 -0.661 0.448 -0.32
C -1.633 0.505 0.199 0.20
O -2.837 0.413 -0.279 -0.37
Mg 0.169 1.740 0.644 0.89
O 1.409 0.789 -0.613 -0.63
H 2.214 -0.871 0.242 0.35
H 2.223 0.229 -1.611 0.51
H 0.425 -1.133 1.874 0.46
H -3.151 1.280 -0.565 0.46


13
Properties=species:S:1:pos:R:3:mulliken_charge:R:1 method="wB97M-V/def2-TZVPD" relative_energy_kcal_mol=67.44 orbital_gap_ev="6.87 / 7.94" multiplicity=2 e_homo_ha="-0.238 / -0.314" e_lumo_ev="0.4 / -0.6" total_charge=0
O -2.375 -0.782 0.368 -0.53
C -1.646 0.097 -0.030 0.67
O -0.337 0.017 -0.123 -0.19
O -2.066 1.240 -0.576 -0.40
H -3.030 1.237 -0.636 0.33
C 1.878 -1.274 -0.202 -0.04
O 2.346 -0.080 0.154 -0.72
C 0.408 -1.507 0.017 -0.58
H 2.452 -2.144 0.173 0.29
H 1.319 -1.408 -1.344 0.10
H 0.220 -1.665 1.089 0.30
H -0.031 -2.376 -0.487 0.38
Mg 1.248 1.535 0.304 0.40


9
Properties=species:S:1:pos:R:3:mulliken_charge:R:1 method="wB97M-V/def2-TZVPD" relative_energy_kcal_mol=54.34 orbital_gap_ev=10.85 multiplicity=1 e_homo_ha=-0.358 e_lumo_ev=1.1 total_charge=0
C 0.852 0.807 -0.093 -0.13
C -0.742 0.457 0.034 -0.47
C -0.029 -1.019 -0.005 -0.29
N 1.261 -0.396 0.035 -0.48
H 1.564 1.571 0.113 0.35
H -1.003 0.924 1.045 0.19
H -1.470 0.812 -0.669 0.29
H -0.389 -1.845 0.586 0.33
H -0.044 -1.311 -1.046 0.21


10
Properties=species:S:1:pos:R:3:mulliken_charge:R:1 method="wB97M-V/def2-TZVPD" relative_energy_kcal_mol=79.98 orbital_gap_ev=9.84 multiplicity=1 e_homo_ha=-0.651 e_lumo_ev=-7.9 total_charge=+1
C 1.548 0.920 0.312 -0.29
C 0.902 0.020 -0.529 0.08
C -0.060 -0.808 -0.020 -0.39
N -3.912 0.172 0.320 -0.22
N -2.885 -0.151 0.145 0.19
H 2.450 1.361 -0.121 0.29
H 1.599 0.952 1.430 0.31
H 1.359 -0.280 -1.572 0.31
H -0.238 -1.646 -0.652 0.28
H -0.762 -0.540 0.686 0.45


10
Properties=species:S:1:pos:R:3:mulliken_charge:R:1 method="wB97M-V/def2-TZVPD" relative_energy_kcal_mol=114.67 orbital_gap_ev=10.64 multiplicity=1 e_homo_ha=-0.569 e_lumo_ev=-4.8 total_charge=+1
C -1.118 -0.728 -0.168 -0.17
C 0.187 -0.617 0.408 -0.08
C -0.035 0.862 0.531 0.07
N -1.323 0.544 -0.180 -0.39
N 0.930 0.341 -0.525 -0.25
H -1.944 -1.521 -0.409 0.34
H 0.752 -1.243 1.019 0.47
H -0.118 1.723 1.245 0.40
H 1.968 0.320 -0.426 0.32
H 0.700 0.318 -1.494 0.29


10
Properties=species:S:1:pos:R:3:mulliken_charge:R:1 method="wB97M-V/def2-TZVPD" relative_energy_kcal_mol=127.04 orbital_gap_ev="8.22 / 7.59" multiplicity=1 e_homo_ha="-0.589 / -0.570" e_lumo_ev="-7.8 / -7.9" total_charge=+1
C -0.472 0.043 0.076 0.63
C -1.897 0.072 0.127 -0.56
C 1.380 0.465 0.112 -0.02
N 0.216 1.225 -0.008 -0.29
N 0.621 -0.805 0.069 -0.19
H -2.443 -0.773 0.475 0.30
H -2.392 0.899 -0.105 0.36
H 2.096 0.666 -0.716 0.29
H 1.777 0.554 1.159 0.27
H 0.779 -1.778 -0.017 0.21


10
Properties=species:S:1:pos:R:3:mulliken_charge:R:1 method="wB97M-V/def2-TZVPD" relative_energy_kcal_mol=3.50 orbital_gap_ev=11.49 multiplicity=1 smiles=c1c[nH+]c[nH]1 e_homo_ha=-0.553 e_lumo_ev=-3.6 total_charge=+1
C 0.940 0.100 0.676 -0.31
C 0.393 1.087 -0.075 -0.16
N -0.647 0.506 -0.763 -0.01
C -0.782 -0.762 -0.399 -0.11
N 0.195 -1.044 0.452 -0.03
H 1.825 0.237 1.273 0.37
H 0.507 2.156 -0.078 0.39
H -1.267 1.004 -1.368 0.22
H -1.584 -1.410 -0.707 0.38
H 0.421 -1.874 0.990 0.25


10
Properties=species:S:1:pos:R:3:mulliken_charge:R:1 method="wB97M-V/def2-TZVPD" relative_energy_kcal_mol=59.68 orbital_gap_ev="8.29 / 7.14" multiplicity=3 e_homo_ha="-0.462 / -0.609" e_lumo_ev="-4.3 / -9.4" total_charge=+1
C 0.237 0.457 0.000 0.41
C -0.668 1.558 -0.279 -0.27
C 1.068 -1.511 0.592 -0.38
N 1.225 -0.332 0.188 -0.10
N -0.936 0.111 -0.430 -0.12
H -1.172 2.054 0.543 0.25
H -0.499 2.166 -1.162 0.27
H 1.854 -2.232 0.382 0.31
H 0.285 -1.811 1.286 0.35
H -1.395 -0.460 -1.120 0.29


11
Properties=species:S:1:pos:R:3:mulliken_charge:R:1 method="wB97M-V/def2-TZVPD" relative_energy_kcal_mol=111.45 orbital_gap_ev="6.57 / 6.57" multiplicity=1 smiles="[NH2+]=NCC=C=O" e_homo_ha="-0.489 / -0.489" e_lumo_ev="-6.7 / -6.7" total_charge=+1
N 2.048 0.158 -0.776 -0.21
N 1.083 -0.084 0.013 0.11
C -0.132 0.404 0.046 -0.19
C -1.081 -0.644 0.475 -0.70
C -2.363 -0.504 0.694 0.51
O -3.484 -0.576 0.776 -0.22
H 2.918 -0.391 -0.656 0.31
H 2.168 0.982 -1.341 0.28
H -0.509 1.131 -0.698 0.46
H -0.206 1.099 0.925 0.32
H -0.442 -1.575 0.543 0.33


11
Properties=species:S:1:pos:R:3:mulliken_charge:R:1 method="wB97M-V/def2-TZVPD" relative_energy_kcal_mol=126.41 orbital_gap_ev="9.37 / 9.56" multiplicity=1 e_homo_ha="-0.578 / -0.574" e_lumo_ev="-6.4 / -6.1" total_charge=+1
C -0.061 -0.748 -0.263 0.81
C -0.264 1.321 -0.107 0.32
C 0.205 -2.117 0.143 -1.02
N 0.424 -0.235 -1.362 -0.34
N -0.187 2.565 0.125 -0.26
O -0.478 0.283 0.612 -0.21
H 1.205 -2.187 0.586 0.29
H 0.264 -2.674 -0.780 0.35
H -0.499 -2.674 0.768 0.36
H 0.236 3.269 -0.487 0.33
H -0.846 3.197 0.764 0.37


11
Properties=species:S:1:pos:R:3:mulliken_charge:R:1 method="wB97M-V/def2-TZVPD" relative_energy_kcal_mol=116.17 orbital_gap_ev=9.41 multiplicity=1 smiles="C=NC(O)=[N+]=C" e_homo_ha=-0.576 e_lumo_ev=-6.3 total_charge=+1
C -2.017 1.225 -0.359 -0.06
N -1.059 0.372 -0.306 -0.10
C 0.020 -0.008 0.144 0.47
O 0.080 -0.582 1.801 -0.49
N 1.213 -0.210 -0.219 -0.18
C 1.916 -1.138 -0.760 -0.11
H -2.006 2.330 -0.088 0.27
H -2.902 0.868 -0.817 0.29
H 0.181 0.042 2.511 0.33
H 2.972 -0.748 -0.853 0.28
H 1.601 -2.151 -1.055 0.30


no.,maximum force (eV/Å)
1,3.371
2,3.825
3,2.571
4,3.494
5,4.370
6,0.668
7,4.564
8,7.381
9,6.375
10,5.664
11,5.646
12,3.605
13,2.708
14,4.073
15,5.550
16,1.379
17,4.024
18,6.154
19,5.169
20,7.617